(1)
A structure of composition C25H29CsN6O4S. Source: the Open Molecules 2025 dataset; level of theory: ωB97M-V with the def2-TZVPD basis set.

The geometry in XYZ format:
```
66
Properties=species:S:1:pos:R:3
Cs -1.793 0.353 -1.191
C -0.149 4.661 0.300
C -1.196 5.525 0.010
C -2.477 5.025 -0.103
C -2.722 3.656 0.078
N -1.695 2.834 0.335
C -0.461 3.323 0.445
C -4.097 3.059 0.001
C -5.190 3.927 0.104
C -6.493 3.460 0.031
C -6.708 2.100 -0.115
C -5.605 1.254 -0.163
C -4.261 1.653 -0.131
H 0.870 5.006 0.398
H -1.013 6.582 -0.135
H -3.289 5.692 -0.351
H 0.318 2.595 0.655
H -5.045 4.989 0.261
H -7.322 4.153 0.099
H -7.718 1.708 -0.174
H -5.855 0.188 -0.239
N -3.657 -2.378 2.902
C -4.395 -2.494 1.584
C -3.492 -1.859 0.532
N -4.010 -1.798 -0.794
H -4.154 -2.813 3.679
H -3.508 -1.391 3.127
H -2.736 -2.817 2.819
H -5.341 -1.968 1.705
H -4.580 -3.553 1.414
H -2.535 -2.390 0.524
H -3.311 -0.816 0.838
H -4.775 -1.144 -0.900
H -4.199 -2.636 -1.322
C 0.998 -3.273 -1.331
C 0.095 -4.213 -0.586
C 0.510 -5.653 -0.530
O -0.912 -3.818 -0.023
H 1.631 -3.784 -2.054
H 1.651 -2.802 -0.590
H 0.443 -2.474 -1.820
H 1.546 -5.730 -0.196
H 0.481 -6.071 -1.539
H -0.145 -6.222 0.125
O 8.635 2.636 -1.459
S 8.344 1.439 -2.230
O 7.324 1.600 -3.249
O 9.493 0.655 -2.624
C 7.521 0.407 -0.971
N 8.288 -0.350 -0.180
C 7.667 -1.074 0.735
C 6.285 -1.084 0.885
C 5.586 -0.253 0.023
N 6.200 0.489 -0.889
C 4.104 -0.158 0.004
C 3.475 0.376 -1.117
C 2.093 0.417 -1.150
N 1.308 -0.030 -0.167
C 1.921 -0.499 0.921
C 3.294 -0.585 1.054
H 8.296 -1.686 1.374
H 5.807 -1.711 1.624
H 4.077 0.754 -1.933
H 1.586 0.809 -2.028
H 1.277 -0.827 1.731
H 3.721 -0.971 1.970
```

Results
E_LUMO	-2.13	eV
net charge	0
HOMO-LUMO gap	4.67	eV

(2)
An isolated molecule of C25H29FN4O4. Source: the Open Molecules 2025 dataset; level of theory: ωB97M-V with the def2-TZVPD basis set.

The geometry in XYZ format:
```
63
Properties=species:S:1:pos:R:3
C -5.285 -2.349 2.244
C -4.977 -1.206 1.285
C -5.772 -1.325 -0.014
C -5.504 -0.149 -0.957
N -4.108 -0.059 -1.299
C -3.333 0.969 -0.919
O -3.756 1.991 -0.396
C -1.874 0.782 -1.184
C -1.078 1.856 -0.915
N 0.259 1.880 -1.016
C 0.918 0.710 -1.336
C 2.312 0.613 -1.260
C 2.986 -0.590 -1.435
C 2.212 -1.680 -1.886
C 0.853 -1.610 -1.991
C 0.170 -0.434 -1.665
C -1.293 -0.461 -1.630
O -1.924 -1.482 -1.923
H 0.279 -2.470 -2.299
F 2.816 -2.848 -2.218
N 4.347 -0.761 -1.181
C 5.149 0.384 -0.795
H 6.182 0.163 -1.081
C 5.067 0.620 0.739
N 3.938 -0.127 1.259
C 2.808 0.556 1.563
O 2.831 1.779 1.675
C 1.508 -0.115 1.707
C 0.342 0.510 2.082
C -0.693 -0.430 1.913
C -0.095 -1.558 1.439
O 1.228 -1.384 1.315
H -0.489 -2.514 1.155
H -1.735 -0.282 2.106
H 0.259 1.517 2.435
C 4.118 -1.555 1.127
H 3.173 -2.066 1.286
H 4.830 -1.894 1.890
C 4.672 -1.864 -0.290
H 5.760 -1.953 -0.271
H 4.269 -2.804 -0.657
H 4.915 1.673 0.977
H 5.976 0.270 1.235
H 4.835 1.261 -1.359
H 2.870 1.479 -0.958
C 1.034 3.079 -0.708
C 0.212 4.339 -0.491
H -0.407 4.267 0.400
H 0.900 5.169 -0.351
H -0.417 4.558 -1.351
H 1.629 2.885 0.193
H 1.715 3.251 -1.549
H -1.578 2.754 -0.586
H -3.636 -0.886 -1.660
H -6.096 -0.267 -1.872
H -5.776 0.796 -0.479
H -6.840 -1.357 0.210
H -5.503 -2.256 -0.518
H -5.208 -0.251 1.762
H -3.910 -1.211 1.049
H -4.704 -2.251 3.158
H -6.341 -2.352 2.508
H -5.045 -3.306 1.786
```

Results
ΔE to the lowest compared entry with this formula, charge and spin	125.50	kJ/mol
E_LUMO	0.32	eV
net charge	0
HOMO-LUMO gap	8.59	eV

(3)
A structure of composition C25H29IN7NiS. Source: the Open Molecules 2025 dataset; level of theory: ωB97M-V with the def2-TZVPD basis set.

The geometry in XYZ format:
```
64
Properties=species:S:1:pos:R:3
Ni -0.490 0.408 1.327
N -1.261 0.166 3.314
C -2.590 -0.394 3.625
C -2.812 -1.728 2.933
C -2.809 -1.662 1.398
C -1.603 -2.301 0.736
N -0.357 -1.627 1.140
H -0.534 -0.424 3.721
H -1.137 1.067 3.774
H -3.349 0.317 3.286
H -2.720 -0.500 4.707
H -3.766 -2.123 3.286
H -2.062 -2.443 3.287
H -2.875 -0.607 1.081
H -3.709 -2.130 0.995
H -1.677 -2.222 -0.347
H -1.563 -3.367 0.981
H 0.342 -1.730 0.395
H 0.030 -2.030 1.990
N 1.320 -0.935 -3.512
C 1.733 -2.227 -3.935
C 1.673 -2.564 -5.273
C 2.073 -3.828 -5.687
C 2.501 -4.759 -4.753
C 2.529 -4.422 -3.405
C 2.168 -3.149 -2.996
S 2.300 -2.671 -1.307
N 1.156 -1.410 -1.209
C 0.879 -0.705 -2.229
C -0.029 0.493 -2.107
C 0.094 1.533 -3.018
C -0.851 2.547 -3.029
C -1.908 2.473 -2.144
C -1.899 1.442 -1.220
N -0.974 0.486 -1.152
H 0.867 -0.392 -4.237
H 1.323 -1.840 -5.998
H 2.042 -4.081 -6.736
H 2.807 -5.746 -5.066
H 2.849 -5.150 -2.672
H 0.931 1.558 -3.702
H -0.770 3.365 -3.731
H -2.705 3.200 -2.137
H -2.675 1.393 -0.464
C 3.912 1.527 2.915
C 2.774 2.025 3.536
C 1.521 1.700 3.037
C 1.325 0.872 1.921
C 2.501 0.387 1.333
C 3.768 0.708 1.807
H 4.894 1.778 3.290
H 2.870 2.666 4.401
H 0.659 2.138 3.538
H 2.435 -0.260 0.465
H 4.647 0.315 1.314
I -0.527 6.579 0.831
C -1.164 4.674 1.193
C -2.378 4.275 1.697
N -2.345 2.931 1.776
N -1.170 2.432 1.337
C -0.452 3.484 0.982
H -3.238 4.837 2.009
H -3.078 2.309 2.086
H 0.552 3.345 0.618
```

Results
ΔE to the lowest compared entry with this formula, charge and spin	33.28	kJ/mol
E_LUMO (spin up / spin down)	-2.72 / -2.79	eV
2S+1	3
net charge	+1
HOMO-LUMO gap (spin up / spin down)	7.39 / 7.32	eV
expectation value of S²	2.006

(4)
An isolated molecule of C25H29N3O5. Source: the Open Molecules 2025 dataset; level of theory: ωB97M-V with the def2-TZVPD basis set.

The geometry in XYZ format:
```
62
Properties=species:S:1:pos:R:3
C -1.223 -5.387 2.176
C -1.529 -4.665 0.863
C -0.526 -3.549 0.638
O 0.523 -3.753 0.052
N -0.820 -2.328 1.150
C -2.066 -2.003 1.805
H -2.254 -2.672 2.646
H -2.006 -0.985 2.184
H -2.913 -2.052 1.115
C 0.143 -1.269 0.921
H 1.133 -1.728 0.965
H 0.051 -0.524 1.712
C -0.022 -0.605 -0.458
C -1.379 0.018 -0.588
C -2.366 -0.720 -1.238
C -3.641 -0.211 -1.270
C -3.972 1.001 -0.668
C -3.017 1.759 -0.019
C -1.687 1.251 0.007
C -0.720 2.093 0.686
N 0.540 2.055 0.494
N 1.320 2.908 1.173
C 2.674 3.045 0.979
O 3.301 3.808 1.686
C 3.249 2.227 -0.108
C 4.545 2.686 -0.733
C 4.551 1.495 0.158
C 4.699 0.121 -0.396
C 3.761 -0.852 -0.077
C 3.854 -2.127 -0.603
C 4.908 -2.445 -1.444
C 5.859 -1.487 -1.754
C 5.754 -0.206 -1.238
H 6.491 0.543 -1.486
H 6.683 -1.735 -2.407
H 4.987 -3.438 -1.859
H 3.104 -2.867 -0.367
H 2.950 -0.591 0.587
H 4.967 1.636 1.150
H 4.655 2.538 -1.796
H 4.965 3.605 -0.354
H 2.523 1.736 -0.740
H 0.899 3.536 1.864
H -1.152 2.830 1.370
O -3.233 2.955 0.585
C -4.532 3.508 0.544
H -4.462 4.453 1.080
H -4.854 3.691 -0.482
H -5.259 2.859 1.037
O -5.326 1.235 -0.853
C -5.805 0.146 -1.609
O -4.754 -0.764 -1.837
H -6.195 0.509 -2.574
H -6.616 -0.356 -1.058
H -2.140 -1.667 -1.698
H 0.107 -1.376 -1.217
H 0.754 0.145 -0.572
H -1.409 -5.371 0.040
H -2.553 -4.293 0.857
H -1.315 -4.716 3.028
H -1.909 -6.219 2.317
H -0.207 -5.773 2.155
```

Results
ΔE to the lowest compared entry with this formula, charge and spin	362.92	kJ/mol
E_LUMO	0.41	eV
net charge	0
HOMO-LUMO gap	8.43	eV

(5)
A structure of composition C25H29N4O3S3SiTi. Source: the Open Molecules 2025 dataset; level of theory: ωB97M-V with the def2-TZVPD basis set.

The geometry in XYZ format:
```
66
Properties=species:S:1:pos:R:3
Ti -0.639 -0.493 -0.016
O 0.588 0.662 7.532
C 0.106 1.716 6.870
O -0.137 2.751 7.426
C -0.114 1.535 5.392
C 0.941 1.265 4.532
C 0.719 1.122 3.170
C -0.568 1.231 2.666
C -1.625 1.513 3.528
C -1.398 1.673 4.882
N -0.830 1.092 1.262
C -1.315 2.202 0.710
C -1.754 2.160 -0.622
C -2.244 3.285 -1.311
C -2.673 3.151 -2.603
C -2.605 1.885 -3.211
C -2.115 0.827 -2.489
N -1.698 0.926 -1.214
H 0.672 -0.112 6.961
H 1.947 1.159 4.921
H 1.543 0.914 2.499
H -2.625 1.582 3.119
H -2.222 1.889 5.551
H -1.364 3.121 1.281
H -2.271 4.238 -0.797
H -3.061 4.002 -3.148
H -2.936 1.732 -4.229
H -2.054 -0.151 -2.944
S 1.234 -2.005 0.307
C 0.663 -2.061 1.942
S -1.015 -1.773 2.144
C 1.536 -2.277 2.989
C 1.095 -2.301 4.338
N 0.743 -2.309 5.435
C 2.943 -2.334 2.747
N 4.078 -2.329 2.543
C -2.788 -2.431 -3.803
Si -1.426 -2.652 -2.501
C -1.047 -4.486 -2.411
C 0.164 -1.825 -3.158
C -1.919 -1.941 -0.832
H -2.390 -2.039 -4.744
H -3.582 -1.758 -3.466
H -3.253 -3.395 -4.022
H -0.811 -4.874 -3.406
H -1.906 -5.043 -2.026
H -0.195 -4.687 -1.756
H 1.022 -2.466 -2.938
H 0.346 -0.853 -2.703
H 0.129 -1.676 -4.241
H -1.877 -2.777 -0.138
H -2.954 -1.586 -0.825
O 0.864 0.588 -0.919
S 2.325 0.821 -0.512
C 3.324 -0.213 -1.632
C 3.643 0.594 -2.900
C 2.710 1.806 -2.926
C 2.676 2.307 -1.490
H 2.721 -1.096 -1.818
H 4.205 -0.518 -1.065
H 3.519 -0.023 -3.790
H 4.679 0.933 -2.871
H 1.702 1.509 -3.220
H 3.055 2.571 -3.620
H 1.882 3.019 -1.270
H 3.638 2.705 -1.158
```

Results
ΔE to the lowest compared entry with this formula, charge and spin	33.73	kJ/mol
E_LUMO (spin up / spin down)	-0.57 / -1.42	eV
2S+1	2
net charge	0
HOMO-LUMO gap (spin up / spin down)	6.50 / 6.69	eV
expectation value of S²	0.762

(6)
A structure of composition C25H29N7O9S2Zn. Source: the Open Molecules 2025 dataset; level of theory: ωB97M-V with the def2-TZVPD basis set.

The geometry in XYZ format:
```
73
Properties=species:S:1:pos:R:3
Zn 0.767 -1.465 -1.243
O 0.504 -4.279 1.660
C 0.282 -3.639 0.463
O 0.977 -2.515 0.343
C 0.493 -4.635 -0.661
O 0.070 -4.020 -1.861
C -1.335 -3.912 -1.878
C -1.922 -3.268 -0.630
O -3.031 -2.800 -0.638
O -1.187 -3.278 0.478
H 0.655 -3.589 2.318
H -0.050 -5.567 -0.473
H 1.558 -4.837 -0.754
H -1.795 -4.905 -1.977
H -1.611 -3.311 -2.745
S 0.794 -1.176 -3.498
C -0.438 0.067 -3.434
N -0.673 0.774 -4.488
N -1.754 1.566 -4.546
C -3.073 1.349 -4.125
C -3.552 0.141 -3.632
C -4.893 0.017 -3.309
C -5.772 1.080 -3.461
C -5.293 2.280 -3.969
C -3.957 2.413 -4.304
N -1.179 0.406 -2.291
N -0.910 -0.169 -1.227
C -1.655 0.256 -0.083
C -2.798 1.042 -0.180
C -3.446 1.423 0.979
C -2.965 1.023 2.222
C -1.832 0.229 2.304
C -1.174 -0.163 1.148
H -1.681 2.221 -5.309
H -2.898 -0.713 -3.498
H -5.246 -0.929 -2.921
H -6.813 0.973 -3.192
H -5.960 3.121 -4.104
H -3.589 3.353 -4.696
H -3.174 1.332 -1.150
H -4.343 2.024 0.913
H -3.486 1.317 3.122
H -1.471 -0.107 3.267
H -0.308 -0.811 1.190
C 2.289 -0.339 5.467
C 2.015 0.704 4.396
S 3.548 1.393 3.813
O 4.184 2.082 4.903
O 4.258 0.356 3.106
C 3.032 2.628 2.607
C 3.870 2.591 1.334
N 3.569 1.418 0.520
C 2.358 1.147 -0.022
N 2.325 -0.065 -0.546
C 3.563 -0.609 -0.358
C 4.336 0.294 0.295
N 5.725 0.154 0.622
O 6.174 -0.966 0.572
O 6.364 1.156 0.880
C 1.228 2.114 -0.060
H 1.345 -0.736 5.836
H 2.830 0.100 6.302
H 2.876 -1.160 5.062
H 1.420 1.534 4.776
H 1.525 0.272 3.523
H 3.141 3.591 3.101
H 1.976 2.471 2.395
H 4.934 2.586 1.549
H 3.657 3.484 0.741
H 3.836 -1.593 -0.691
H 1.580 3.143 -0.017
H 0.524 1.950 0.757
H 0.685 1.979 -0.991
```

Results
ΔE to the lowest compared entry with this formula, charge and spin	123.49	kJ/mol
E_LUMO	-1.29	eV
net charge	0
HOMO-LUMO gap	6.17	eV

no.,E_tot (hartree),strongest force on any atom (eV Å⁻¹)
1,-2017.72929,0.8
2,-1589.94717,1.3
3,-3557.33268,0.8
4,-1510.46584,1.3
5,-3748.39770,1.4
6,-4606.13730,0.7